--- i ---
136
Properties=species:S:1:pos:R:3:lowdin_charge:R:1 method="wB97M-V/def2-TZVPD" mol_weight_g_mol=713.1 homo_lumo_gap_ha=0.3504 smiles=COC[C@H](C)N.COC[C@H](C)N.COC[C@H](C)N.COC[C@H](C)N.COC[C@H](C)N.COC[C@H](C)N.COC[C@H](C)N.COC[C@H](C)N
C -4.0122 1.8348 -0.6074 -0.12
O -3.7126 3.0453 0.0143 -0.20
C -4.0342 3.0669 1.4079 -0.19
C -3.4208 4.3456 1.9653 -0.43
C -1.9159 4.3015 1.8403 -0.06
N -3.8091 4.4575 3.3674 0.03
H -3.8281 1.9169 -1.6766 0.08
H -5.0093 1.4661 -0.3402 0.08
H -3.3575 0.9941 -0.3054 0.07
H -5.1288 3.0299 1.4112 0.13
H -3.6349 2.2128 1.9556 0.10
H -3.7365 5.2115 1.3695 0.14
H -1.4372 3.4928 2.4084 0.08
H -1.4933 5.2273 2.2445 0.08
H -1.5817 4.1653 0.8128 0.05
H -4.7119 4.9116 3.4756 0.07
H -3.1891 5.0668 3.8944 0.07
C 2.8552 2.4535 -3.6503 -0.11
O 4.1456 1.9821 -3.9792 -0.18
C 4.2817 0.5933 -3.7815 -0.22
C 5.7314 0.2119 -4.1397 -0.40
C 5.8619 -1.2597 -4.4518 -0.07
N 6.6423 0.5544 -3.0143 0.05
H 2.6243 2.1930 -2.6059 0.07
H 2.0808 2.0257 -4.2904 0.09
H 2.9147 3.5394 -3.6497 0.09
H 4.0963 0.3395 -2.7251 0.11
H 3.5070 0.0533 -4.3520 0.12
H 6.0149 0.8228 -4.9969 0.14
H 6.9138 -1.4992 -4.6413 0.08
H 5.3311 -1.5387 -5.3674 0.07
H 5.5742 -1.9708 -3.6758 0.06
H 6.3446 1.5009 -2.7626 0.07
H 6.3866 -0.0058 -2.1966 0.03
C 1.5986 -2.8652 -5.7133 -0.11
O 2.0076 -3.9901 -4.9767 -0.18
C 2.6716 -3.6610 -3.7711 -0.21
C 2.1552 -4.5667 -2.6698 -0.42
C 0.6866 -4.4276 -2.2863 -0.05
N 2.9486 -4.5402 -1.4151 0.04
H 1.3133 -3.2107 -6.7060 0.09
H 2.4301 -2.1674 -5.8715 0.08
H 0.7624 -2.3502 -5.2326 0.09
H 3.7454 -3.8004 -3.9121 0.12
H 2.4666 -2.6225 -3.4861 0.10
H 2.3000 -5.6061 -2.9910 0.14
H 0.4020 -3.4328 -1.9339 0.06
H 0.3485 -5.1511 -1.5482 0.08
H 0.0916 -4.6359 -3.1833 0.08
H 3.9319 -4.4768 -1.7004 0.06
H 2.8100 -3.6728 -0.8847 0.03
C -8.5050 -3.3240 0.7273 -0.12
O -7.4274 -2.4833 0.4625 -0.18
C -6.8062 -1.9688 1.6071 -0.24
C -5.6500 -1.0857 1.1912 -0.42
C -4.5741 -1.9951 0.5803 -0.06
N -5.1143 -0.3733 2.3764 0.04
H -8.3165 -3.9876 1.5730 0.09
H -8.6646 -3.9595 -0.1476 0.09
H -9.4421 -2.7663 0.8175 0.09
H -7.5310 -1.3645 2.1784 0.13
H -6.4988 -2.7590 2.3081 0.13
H -5.9650 -0.3134 0.4906 0.12
H -5.0329 -2.6211 -0.1944 0.08
H -4.1177 -2.6471 1.3268 0.08
H -3.7646 -1.4380 0.1022 0.05
H -4.1366 -0.1346 2.2093 0.02
H -5.0376 -1.0911 3.1016 0.07
C -3.2482 -1.4922 8.7708 -0.14
O -2.3191 -1.5452 7.7464 -0.16
C -2.0530 -0.3030 7.1700 -0.23
C -1.3883 -0.4194 5.7962 -0.44
C 0.0700 -0.8187 5.9104 -0.06
N -1.5207 0.7973 4.9906 0.03
H -3.4882 -2.5025 9.1113 0.09
H -4.2117 -1.0424 8.5110 0.09
H -2.8526 -1.0089 9.6732 0.09
H -3.0008 0.2495 7.0157 0.12
H -1.4947 0.3968 7.8174 0.13
H -1.9343 -1.2007 5.2548 0.14
H 0.1843 -1.8153 6.3331 0.08
H 0.6466 -0.1404 6.5489 0.08
H 0.5193 -0.7427 4.9170 0.06
H -1.0524 1.5611 5.4835 0.09
H -2.5015 1.0818 4.9736 0.08
C 7.7364 -2.0579 -0.9847 -0.09
O 6.3784 -1.6666 -1.0002 -0.23
C 5.5954 -2.2593 0.0067 -0.21
C 4.2995 -1.4662 0.0339 -0.44
C 4.5220 -0.0514 0.5829 -0.05
N 3.2715 -2.1789 0.7949 0.05
H 7.8191 -3.1479 -1.0104 0.09
H 8.2796 -1.6435 -0.1331 0.09
H 8.1776 -1.6658 -1.8996 0.08
H 5.3956 -3.3235 -0.1633 0.12
H 6.0330 -2.1772 1.0140 0.13
H 3.8963 -1.3333 -0.9780 0.12
H 5.2255 0.5448 -0.0021 0.07
H 4.9361 -0.1560 1.5930 0.08
H 3.5800 0.4951 0.6382 0.07
H 2.3866 -1.6757 0.8036 0.04
H 3.5429 -2.1677 1.7806 0.08
C 0.8419 -0.6238 -2.0736 -0.12
O 0.6397 -0.6742 -0.7003 -0.19
C -0.5884 -0.1770 -0.2388 -0.22
C -0.5534 -0.1663 1.2706 -0.41
C -0.4308 -1.5919 1.8091 -0.03
N -1.7512 0.4512 1.8491 0.06
H 1.7999 -1.0697 -2.3257 0.06
H 0.9143 0.4050 -2.4560 0.07
H 0.0311 -1.1007 -2.6351 0.09
H -0.7151 0.8573 -0.5986 0.07
H -1.4072 -0.7307 -0.7222 0.13
H 0.3018 0.4743 1.5350 0.14
H 0.3767 -2.1281 1.3047 0.06
H -1.3669 -2.0864 1.5431 0.08
H -0.2250 -1.7146 2.8721 0.06
H -1.8822 1.3696 1.4249 0.03
H -1.5849 0.6585 2.8356 0.04
C 0.5000 6.7816 -3.2884 -0.10
O 0.2384 5.6623 -2.4648 -0.19
C -0.2332 4.5413 -3.1810 -0.21
C -0.8785 3.5546 -2.2384 -0.40
C -0.0252 3.2075 -1.0279 -0.05
N -1.1959 2.2990 -2.9690 0.06
H -0.2946 6.9541 -4.0202 0.08
H 1.4141 6.5890 -3.8610 0.09
H 0.6121 7.6129 -2.6028 0.09
H -0.9782 4.8673 -3.9196 0.13
H 0.6179 4.0728 -3.6912 0.11
H -1.8443 3.9362 -1.8798 0.13
H 0.3160 4.0814 -0.4811 0.09
H 0.7569 2.4773 -1.2429 0.07
H -0.6668 2.6516 -0.3273 0.04
H -1.6623 1.7008 -2.2912 0.04
H -1.8863 2.4816 -3.6929 0.08



--- ii ---
136
Properties=species:S:1:pos:R:3:lowdin_charge:R:1 method="wB97M-V/def2-TZVPD" mol_weight_g_mol=713.1 homo_lumo_gap_ha=0.3321 smiles=COC[C@H](C)N.COC[C@H](C)N.COC[C@H](C)N.COC[C@H](C)N.COC[C@H](C)N.COC[C@H](C)N.COC[C@H](C)N.COC[C@H](C)N
C 3.4923 -6.1380 -0.5986 -0.09
O 3.4183 -5.0347 -1.5010 -0.20
C 4.5823 -4.7452 -2.1851 -0.21
C 4.4393 -3.4138 -3.0840 -0.43
C 5.6518 -3.0456 -3.9635 -0.07
N 4.2244 -2.2880 -2.2630 0.03
H 2.5796 -6.0309 -0.0125 0.09
H 4.2904 -5.9804 0.1269 0.08
H 3.5680 -7.1424 -1.0153 0.09
H 5.3889 -4.5999 -1.4666 0.12
H 4.8679 -5.5508 -2.8615 0.12
H 3.5770 -3.5172 -3.7427 0.13
H 5.9314 -3.8797 -4.6071 0.07
H 6.5208 -2.6213 -3.4606 0.08
H 5.3399 -2.2557 -4.6468 0.08
H 3.5790 -2.5984 -1.5509 0.06
H 5.0968 -2.2964 -1.7542 0.07
C -3.6767 -1.8398 5.1450 -0.08
O -3.2602 -0.7743 5.9916 -0.20
C -2.0387 -0.2441 5.7186 -0.26
C -1.6951 0.7239 6.8438 -0.44
C -0.3162 1.3296 6.7139 -0.07
N -1.7257 0.0306 8.1232 0.04
H -2.9111 -2.6107 5.0577 0.08
H -3.8968 -1.5202 4.1264 0.08
H -4.5974 -2.2600 5.5497 0.09
H -1.3055 -1.0412 5.5953 0.13
H -2.2059 0.2825 4.7790 0.13
H -2.5024 1.4554 6.8071 0.14
H 0.4128 0.5247 6.6202 0.08
H -0.0550 1.8744 7.6211 0.08
H -0.3028 1.9289 5.8035 0.08
H -2.5434 -0.5424 7.9710 0.06
H -1.0111 -0.6765 8.2206 0.07
C -2.4976 5.4936 -3.0690 -0.09
O -1.1362 5.8959 -3.3810 -0.19
C -0.7100 5.6869 -4.7222 -0.23
C 0.5935 6.3083 -5.0353 -0.43
C 1.6352 6.0772 -3.8751 -0.05
N 0.4320 7.7300 -5.1981 0.03
H -3.2894 5.9251 -3.6814 0.08
H -2.7451 5.7979 -2.0520 0.08
H -2.6895 4.4256 -2.9661 0.08
H -0.7252 4.6314 -4.9936 0.12
H -1.5172 6.1580 -5.2831 0.12
H 0.8940 5.8571 -5.9809 0.14
H 1.8744 5.0240 -3.7280 0.07
H 1.2867 6.4672 -2.9187 0.07
H 2.6006 6.5040 -4.1468 0.07
H 1.2890 8.2087 -5.4360 0.07
H 0.2174 8.1454 -4.3028 0.07
C -3.8146 -6.6683 2.0541 -0.10
O -4.5982 -5.4717 1.8605 -0.21
C -5.5129 -5.5869 0.7469 -0.18
C -6.0406 -4.1347 0.3919 -0.42
C -7.3256 -4.1435 -0.5001 -0.06
N -5.0671 -3.2838 -0.2454 0.04
H -4.4291 -7.5642 2.1425 0.08
H -3.2528 -6.5152 2.9756 0.08
H -3.0840 -6.8639 1.2691 0.08
H -5.0357 -6.1061 -0.0843 0.11
H -6.2849 -6.3062 1.0201 0.11
H -6.3287 -3.6922 1.3455 0.13
H -7.1632 -4.8382 -1.3243 0.07
H -7.5327 -3.1631 -0.9291 0.07
H -8.2361 -4.5040 -0.0215 0.07
H -4.7826 -3.7434 -1.0986 0.07
H -4.2722 -3.3706 0.3716 0.06
C -4.4711 -5.6467 -5.3604 -0.09
O -3.4156 -5.4405 -4.3910 -0.21
C -2.1391 -6.0530 -4.6698 -0.18
C -1.0164 -5.5635 -3.7158 -0.46
C -0.7824 -4.0400 -3.7920 -0.05
N 0.1906 -6.3032 -3.8390 0.04
H -4.7281 -6.7032 -5.4379 0.08
H -4.2216 -5.3096 -6.3665 0.08
H -5.3825 -5.1102 -5.0964 0.08
H -2.3009 -7.1309 -4.6784 0.12
H -1.8357 -5.8020 -5.6862 0.12
H -1.4423 -5.7081 -2.7229 0.13
H -1.6712 -3.4310 -3.6269 0.07
H -0.3074 -3.6530 -4.6936 0.08
H -0.1713 -3.6839 -2.9626 0.06
H 0.7397 -6.0783 -3.0217 0.07
H -0.0429 -7.2513 -3.5806 0.07
C -0.4708 -1.7581 0.9192 -0.10
O -0.5088 -0.5740 0.1340 -0.20
C 0.3219 0.4594 0.6375 -0.17
C 0.2315 1.6334 -0.4337 -0.42
C 0.7056 1.1904 -1.8401 -0.06
N 0.9698 2.8002 -0.0303 0.04
H 0.5484 -2.1328 0.8251 0.08
H -1.0845 -2.5860 0.5641 0.08
H -0.6832 -1.5962 1.9759 0.08
H 0.0026 0.8301 1.6116 0.11
H 1.3471 0.1064 0.7488 0.12
H -0.8126 1.9106 -0.5794 0.13
H 0.2874 0.1975 -2.0053 0.06
H 1.7711 1.0794 -2.0409 0.07
H 0.3455 1.7994 -2.6693 0.07
H 0.6673 3.5338 -0.6551 0.07
H 0.4266 3.1135 0.7615 0.06
C 5.5319 -1.2341 2.2875 -0.12
O 5.4784 -0.1989 1.3335 -0.21
C 5.4954 1.0901 1.9591 -0.19
C 5.8419 2.2356 0.9167 -0.40
C 5.5613 3.6596 1.5715 -0.05
N 5.0618 2.0703 -0.2706 0.04
H 4.5419 -1.3428 2.7304 0.09
H 6.4132 -1.2169 2.9288 0.09
H 5.6955 -2.1425 1.7078 0.08
H 4.5423 1.2864 2.4501 0.12
H 6.2059 1.1505 2.7836 0.11
H 6.9050 2.2179 0.6766 0.12
H 4.5035 3.8075 1.7890 0.06
H 5.8622 4.5094 0.9587 0.07
H 5.9960 3.5797 2.5679 0.06
H 4.8512 1.0863 -0.3564 0.05
H 4.1328 2.4468 -0.1467 0.06
C -2.4470 4.7661 2.5816 -0.11
O -1.1705 5.3451 2.3245 -0.19
C -1.1318 6.7523 2.3801 -0.21
C 0.2454 7.3816 1.9508 -0.39
C 1.2085 7.4470 3.2080 -0.06
N 0.0660 8.7653 1.5941 0.01
H -3.3580 5.0555 2.0577 0.08
H -2.6251 4.8839 3.6505 0.09
H -2.4486 3.7102 2.3113 0.08
H -1.8698 7.0987 1.6566 0.11
H -1.5167 7.1861 3.3029 0.12
H 0.7630 6.7997 1.1883 0.14
H 2.0392 8.0899 2.9168 0.06
H 1.6014 6.4603 3.4530 0.07
H 0.6235 7.8556 4.0320 0.07
H -0.3376 9.2749 2.3670 0.07
H 1.0024 9.1411 1.5492 0.06



--- iii ---
136
Properties=species:S:1:pos:R:3:lowdin_charge:R:1 method="wB97M-V/def2-TZVPD" mol_weight_g_mol=713.1 homo_lumo_gap_ha=0.3480 smiles=COC[C@H](C)N.COC[C@H](C)N.COC[C@H](C)N.COC[C@H](C)N.COC[C@H](C)N.COC[C@H](C)N.COC[C@H](C)N.COC[C@H](C)N
C -0.1238 -0.4300 8.1973 -0.09
O 0.1581 -0.7141 6.8336 -0.21
C 1.5114 -0.6416 6.4864 -0.23
C 1.6696 -0.5849 4.9729 -0.43
C 1.3882 0.8055 4.3882 -0.06
N 0.7570 -1.5270 4.2932 0.04
H -1.2075 -0.3971 8.3071 0.09
H 0.1037 0.6310 8.3521 0.09
H 0.3747 -1.1273 8.8638 0.09
H 1.9980 0.2022 6.9919 0.13
H 2.0716 -1.5366 6.7995 0.13
H 2.6685 -0.9035 4.6589 0.13
H 2.0554 1.5883 4.7596 0.08
H 0.3596 1.0310 4.6901 0.08
H 1.4263 0.9814 3.3119 0.06
H 0.9651 -2.4478 4.6788 0.07
H -0.1523 -1.2804 4.6881 0.06
C -1.4949 -3.6388 -3.4800 -0.09
O -0.2369 -3.4979 -4.1296 -0.25
C -0.1031 -2.3280 -4.9142 -0.20
C 1.3789 -2.3132 -5.3698 -0.42
C 1.7358 -1.2241 -6.3393 -0.08
N 1.7179 -3.6180 -6.0001 0.03
H -1.5703 -2.7150 -2.8921 0.07
H -1.5913 -4.5548 -2.9066 0.08
H -2.2935 -3.6253 -4.2336 0.09
H -0.8519 -2.4389 -5.7102 0.13
H -0.3140 -1.4273 -4.3265 0.10
H 1.9692 -2.2746 -4.4494 0.13
H 1.1992 -1.1204 -7.2816 0.08
H 2.7927 -1.2252 -6.6340 0.08
H 1.8005 -0.2450 -5.8420 0.07
H 1.3159 -4.2952 -5.3577 0.06
H 1.1732 -3.6380 -6.8598 0.07
C -4.5864 2.4679 3.0880 -0.11
O -3.4202 3.1603 2.7166 -0.25
C -3.4999 4.6077 2.8641 -0.15
C -2.1792 5.0991 2.3040 -0.41
C -2.1518 6.6194 2.1890 -0.08
N -1.9816 4.5933 0.9128 0.05
H -4.3291 1.4146 3.0044 0.09
H -5.4885 2.8272 2.5816 0.08
H -4.8092 2.6346 4.1552 0.09
H -4.3515 4.8758 2.2294 0.12
H -3.7225 4.7964 3.9143 0.13
H -1.3026 4.8076 2.8865 0.14
H -1.1474 6.9129 1.8794 0.07
H -2.2550 7.0837 3.1788 0.08
H -2.8834 7.0446 1.5064 0.08
H -1.1203 4.0547 0.8614 0.06
H -2.6749 3.8416 0.8830 0.04
C -2.1815 5.0424 -2.6732 -0.12
O -0.8479 4.9320 -3.0944 -0.18
C -0.1996 3.8225 -2.4930 -0.21
C 1.3061 3.9841 -2.7021 -0.41
C 2.0016 2.7795 -2.0930 -0.06
N 1.7789 5.2276 -2.0511 0.03
H -2.2578 5.2902 -1.6104 0.07
H -2.8195 4.2525 -3.0744 0.07
H -2.6473 5.9438 -3.0901 0.09
H -0.5220 3.8644 -1.4430 0.11
H -0.5532 2.8531 -2.8748 0.12
H 1.5627 4.1949 -3.7399 0.14
H 1.6483 2.5759 -1.0807 0.06
H 3.0690 2.9758 -1.9863 0.08
H 1.7924 1.9251 -2.7380 0.07
H 1.2726 6.0025 -2.4664 0.06
H 1.5157 5.2447 -1.0691 0.07
C 4.4490 -2.8981 0.8394 -0.07
O 5.7346 -2.5095 0.3104 -0.19
C 5.7447 -1.1135 0.0465 -0.22
C 7.0673 -0.6392 -0.5958 -0.41
C 7.4878 -1.5512 -1.7683 -0.06
N 8.1893 -0.5899 0.3754 0.03
H 3.8682 -3.4863 0.1299 0.06
H 3.8986 -2.0614 1.2632 0.08
H 4.7869 -3.6136 1.5913 0.09
H 4.9422 -0.8466 -0.6467 0.12
H 5.7119 -0.6156 1.0233 0.12
H 6.8789 0.3868 -0.9178 0.12
H 8.0734 -0.9992 -2.4995 0.07
H 6.5764 -1.9117 -2.2578 0.07
H 7.9531 -2.4741 -1.4274 0.08
H 7.8525 -1.0056 1.2443 0.06
H 8.8754 -1.2861 0.1047 0.05
C -0.9986 0.8927 0.9988 -0.11
O 0.2245 1.1286 0.3402 -0.22
C 1.0661 -0.0353 0.1534 -0.17
C 0.3055 -1.0896 -0.6646 -0.40
C 1.2358 -2.2217 -1.0993 -0.06
N -0.1309 -0.4360 -1.9260 0.08
H -1.2537 1.8193 1.5273 0.07
H -0.9913 0.2115 1.8568 0.10
H -1.7789 0.6932 0.2596 0.07
H 2.0270 0.1704 -0.3111 0.12
H 1.2366 -0.5276 1.1212 0.11
H -0.4744 -1.5710 -0.0732 0.13
H 1.4764 -2.9313 -0.3051 0.05
H 2.2030 -1.9248 -1.5202 0.08
H 0.7702 -2.7970 -1.9031 0.06
H -0.6251 0.3943 -1.6161 0.03
H 0.7311 -0.1635 -2.3857 0.07
C 1.9841 -5.8026 -0.1277 -0.12
O 1.7906 -5.6718 1.2605 -0.19
C 0.5114 -5.2297 1.6949 -0.18
C -0.6084 -6.1498 1.1754 -0.43
C -1.9405 -5.4260 1.4205 -0.08
N -0.7171 -7.3836 1.9968 0.02
H 1.4634 -5.1167 -0.8028 0.08
H 1.8193 -6.8137 -0.5031 0.09
H 3.0364 -5.5413 -0.2442 0.08
H 0.3778 -5.1567 2.7685 0.13
H 0.3594 -4.2863 1.1527 0.10
H -0.6315 -6.4994 0.1436 0.13
H -2.0423 -5.0275 2.4340 0.08
H -2.8596 -5.9506 1.1759 0.08
H -1.8675 -4.5357 0.7801 0.07
H -0.8405 -7.0860 2.9634 0.06
H 0.1835 -7.8633 2.0380 0.07
C -6.9146 3.6723 -0.1256 -0.12
O -6.2207 2.5452 -0.5555 -0.20
C -4.9782 2.7449 -1.1812 -0.19
C -4.6147 1.3753 -1.7832 -0.41
C -3.2102 1.2482 -2.3794 -0.06
N -5.5758 0.9564 -2.8364 0.03
H -6.4006 4.1968 0.6929 0.07
H -7.8500 3.3913 0.3614 0.09
H -7.1319 4.3665 -0.9439 0.09
H -5.2242 3.4404 -1.9979 0.13
H -4.1063 3.0588 -0.5956 0.11
H -4.8461 0.6064 -1.0404 0.14
H -3.0348 1.9391 -3.2055 0.07
H -3.1401 0.2644 -2.8433 0.08
H -2.4572 1.3575 -1.5988 0.04
H -5.6017 1.6584 -3.5786 0.07
H -6.4908 1.0992 -2.4059 0.06



Which is most stable? The ranking, best first, is i, iii, ii.



--- i ---
7
Properties=species:S:1:pos:R:3:nbo_charge:R:1 method="wB97M-V/def2-TZVPD" mol_weight_g_mol=35.0 homo_lumo_gap_ha=0.3706 smiles=N.O
N 0.6122 1.1886 0.3265 -1.08
H 0.7977 0.4391 1.0224 0.36
H -0.2036 0.9573 -0.2738 0.38
H 0.4174 1.9721 0.8772 0.34
O -0.4860 -1.0493 -0.3896 -0.93
H -1.4150 -1.4795 -0.3672 0.47
H 0.0063 -1.8151 -0.4272 0.47



--- ii ---
7
Properties=species:S:1:pos:R:3:nbo_charge:R:1 method="wB97M-V/def2-TZVPD" mol_weight_g_mol=35.0 homo_lumo_gap_ha=0.4233 smiles=N.O
N -0.9962 -0.1225 -0.0105 -1.09
H -1.3186 0.4618 0.8399 0.37
H -1.4555 0.3466 -0.8112 0.36
H -1.4432 -1.0365 -0.0360 0.37
O 2.0167 -0.2166 -0.0055 -0.95
H 2.1093 0.7102 -0.1733 0.45
H 1.0876 -0.1430 0.1965 0.48



Which is most stable? The ranking, best first, is ii, i.